# 1
Formula: C31H45BN4O5PS
Source: the Open Molecules 2025 dataset
Level of theory: wB97M-V/def2-TZVPD

Results
Total charge ... +1
Largest force on an atom ... 2.44 eV/Å
HOMO energy ... -10.2093 eV

Atoms and positions in Å:
H -5.77 5.60 0.71
H -0.46 -2.94 -1.84
H 0.65 3.82 -0.51
C 2.51 -2.34 -4.14
H -0.10 -4.60 0.24
H -0.52 -3.70 1.70
O 0.34 -2.59 -1.40
C -6.28 5.49 1.68
H -5.23 -1.22 2.04
N 1.59 -1.10 1.48
C 2.80 -1.07 0.57
H -5.93 3.73 2.94
H 3.27 1.63 -2.58
H 4.46 -3.05 -1.05
H 3.37 -0.55 -1.38
C 4.41 4.00 -0.39
O -0.32 0.49 -3.58
C 3.73 1.96 0.77
H -4.83 -0.32 0.57
C -4.79 -0.28 1.67
H 1.28 -2.54 -5.89
H -7.58 3.82 2.17
H 1.47 -4.04 -4.99
H -0.93 0.21 2.18
H 4.52 3.70 1.77
H -4.94 1.63 2.72
N 4.19 -3.77 -2.72
H -7.23 6.04 1.64
H -2.05 1.56 0.80
C 4.06 3.35 -1.59
C -3.31 -0.28 2.17
C 4.93 -2.42 0.98
H -2.58 -0.63 0.20
C 3.12 -3.58 -6.28
H 3.64 1.44 1.72
H -3.29 -0.82 3.14
H 4.85 -0.33 1.04
C -6.03 3.04 0.89
H -2.69 -2.07 1.22
H -6.52 0.96 0.27
H -1.74 -3.85 0.41
H -4.92 3.01 0.86
C 1.77 -2.42 3.36
H 3.83 -4.24 -5.79
H 6.28 -2.70 -0.73
H -5.62 5.90 2.45
C -0.53 0.24 -2.48
H 2.79 -2.06 0.08
C 4.16 -1.13 1.33
C 0.26 -1.00 0.71
O -1.54 2.24 0.33
C 1.68 -0.11 2.52
H 3.01 -1.44 -4.47
P 0.09 1.92 0.35
C 3.36 1.32 -0.41
H -2.98 0.75 2.39
H 2.71 -4.12 -7.13
C -0.91 -0.79 1.71
C 1.52 0.86 3.19
B -0.04 -2.42 -0.07
O 0.66 2.90 -0.82
H 3.66 -2.71 -6.66
H -0.74 -1.50 2.54
C 0.33 0.14 -0.39
C 5.26 -2.73 -0.33
S 2.18 -2.67 4.83
C 2.00 -3.15 -5.34
C 4.26 3.27 0.80
H -7.54 1.62 1.54
H 4.07 -1.14 2.43
O 1.46 0.07 -1.23
H 4.18 3.91 -2.52
H -6.38 3.34 -0.11
H -6.31 0.52 3.06
C 3.55 2.05 -1.61
C -5.62 0.88 2.29
H 5.26 -3.12 1.76
C -2.35 -1.03 1.19
H 1.62 1.83 3.66
C -6.50 1.58 1.18
C 3.45 -3.15 -3.34
N 1.66 -2.42 2.12
C 2.74 -0.07 -0.60
H 4.79 5.02 -0.33
N -0.85 0.01 -1.30
H 1.67 -2.05 -3.50
C -0.67 -3.72 0.60
C -6.50 3.97 2.03

What are the Löwdin partial charges on each atom? They are as follows, in elementary charge units: 0.0650, 0.1337, 0.0742, -0.1748, 0.0857, 0.0607, 0.1276, -0.1024, 0.1151, -0.0805, -0.1367, 0.0990, 0.1271, 0.0018, 0.1663, -0.0632, 0.2355, -0.0642, 0.1051, -0.1918, 0.1111, 0.1039, 0.1132, 0.0886, 0.1084, 0.0924, 0.1599, 0.0674, 0.0134, -0.0664, -0.2051, -0.1455, 0.1034, -0.1033, 0.0843, 0.1258, 0.1144, -0.2287, 0.1106, 0.0988, 0.0773, 0.1057, -0.7292, 0.0727, 0.0757, 0.0639, -0.2833, 0.1484, -0.1114, -0.1781, -0.2511, -0.1565, 0.1253, 0.9494, -0.1698, 0.0971, 0.0766, -0.1401, 0.1971, -0.4085, -0.2286, 0.0798, 0.1298, -0.4400, 0.0028, 0.9456, -0.2549, -0.0638, 0.1032, 0.1093, -0.0610, 0.1115, 0.1109, 0.1100, -0.0296, -0.1843, 0.1005, -0.1794, 0.0893, -0.2079, -0.1870, 0.1271, -0.1783, 0.1095, 0.1541, 0.0887, 0.0036, -0.2517


# 2
Formula: C31H45BrCoN2P2
Source: the Open Molecules 2025 dataset
Level of theory: wB97M-V/def2-TZVPD

Results
Total charge ... +2
Largest force on an atom ... 5.95 eV/Å
Spin multiplicity ... 4
HOMO energy (spin up / spin down) ... -12.8332 / -12.8344 eV
<S²> ... 3.816

Atoms and positions in Å:
C 2.08 -4.05 1.12
H 3.00 6.02 -6.47
H -2.20 -0.70 -3.44
C 0.48 -3.99 -1.18
H -5.15 -0.83 -0.34
H 1.08 -5.91 1.58
C -2.98 3.99 1.10
H -0.14 -3.96 -2.09
H 0.20 0.54 -1.50
H -4.54 1.07 -1.71
H 0.64 7.37 0.12
H 2.70 -4.07 2.02
H 3.19 2.57 0.87
H -0.33 -5.86 -0.48
H -3.30 1.61 -3.81
Co -0.78 5.84 -1.36
H -3.67 3.02 2.95
C -2.68 -1.09 -2.54
C -3.53 1.50 -1.63
H -3.41 4.61 0.29
H -2.49 -0.23 1.13
H 0.18 8.75 -3.49
C 1.01 6.74 -3.78
H -1.16 7.54 0.32
H 2.91 4.62 -0.54
P -1.62 4.95 1.88
H -3.54 2.21 -0.79
C 1.30 3.75 -1.71
H 2.06 -1.09 -1.60
C -3.05 -0.66 0.28
C 2.45 2.59 0.07
C -4.14 -1.43 -2.82
H 0.04 2.53 -3.00
C 0.79 8.09 -4.11
C -0.73 3.52 2.66
C 1.36 8.60 -5.29
Br 1.34 0.27 1.21
H -3.79 3.13 -3.02
N 1.43 -1.86 -1.76
H -4.83 -1.19 1.36
H -2.54 3.09 0.67
H -1.43 2.67 2.70
C -4.55 -0.53 0.53
H -1.04 4.15 4.72
H -4.45 4.57 2.60
C 2.21 -2.99 0.23
H -4.20 -1.99 -3.76
H -2.13 -2.00 -2.24
H 2.93 -2.19 0.40
H 2.14 4.95 -4.43
C 1.38 -2.93 -0.92
H 0.11 3.22 2.01
C 0.61 4.94 -1.98
H -0.12 7.28 1.71
P -2.34 0.15 -1.21
H -4.58 -2.06 -2.04
H 0.21 2.92 4.52
N 2.13 7.86 -6.10
C 0.68 2.54 -2.12
H -1.10 4.81 -0.18
C -0.23 3.82 4.07
C -0.38 5.46 0.63
C 1.17 -5.08 0.88
H 0.88 -1.83 -2.61
H -4.77 -0.54 -2.94
H 0.55 4.59 4.06
C 2.31 3.73 -0.72
C -4.05 3.66 2.14
C -0.25 7.00 0.66
C 2.38 6.59 -5.78
H 0.56 4.92 0.81
C 1.87 5.99 -4.63
H -4.89 3.13 1.67
H 1.19 9.64 -5.58
H -4.83 0.49 0.82
C 1.57 1.51 -0.12
C 0.42 6.12 -2.64
H -2.76 -1.72 0.22
H -2.11 2.58 -2.89
C 0.80 1.43 -1.29
C -3.16 2.24 -2.91
C 0.37 -5.05 -0.28

What are the Löwdin partial charges on each atom? They are as follows, in elementary charge units: -0.0147, 0.1174, 0.0667, 0.0252, 0.0581, 0.1358, -0.4590, 0.1298, 0.0046, 0.0693, 0.0919, 0.1325, 0.1181, 0.1302, 0.0761, 0.6841, 0.0730, -0.4319, -0.4223, 0.0798, 0.0558, 0.1123, -0.2314, 0.1024, 0.1377, 0.9860, 0.0415, -0.2339, 0.1124, -0.4190, -0.1046, -0.1447, 0.1176, -0.0024, -0.4107, -0.1102, 0.8711, 0.0774, 0.2557, 0.0798, 0.0529, 0.0708, -0.1458, 0.0746, 0.0785, -0.0111, 0.0791, 0.0511, 0.1048, 0.1112, -0.2560, 0.0496, -0.1378, 0.1010, 0.9564, 0.0705, 0.0750, 0.0772, -0.0065, 0.0863, -0.1539, -0.4745, 0.0105, 0.1429, 0.0654, 0.0714, -0.0100, -0.1430, -0.1437, -0.1184, 0.0859, 0.0099, 0.0730, 0.1211, 0.0629, -0.7310, -0.0917, 0.0734, 0.0338, -0.1663, -0.1451, -0.0116


# 3
Formula: C31H45BrMgN2P2
Source: the Open Molecules 2025 dataset
Level of theory: wB97M-V/def2-TZVPD

Results
Total charge ... +2
Largest force on an atom ... 4.30 eV/Å
HOMO energy (spin up / spin down) ... -11.8063 / -11.9274 eV

Atoms and positions in Å:
H 3.90 0.03 0.43
N 0.46 1.92 1.43
C -1.24 0.21 -1.20
H 0.81 2.88 -3.15
C 4.07 -4.15 -1.06
C 2.60 -1.75 -2.75
C 0.23 2.14 -2.59
H 5.04 -3.71 -1.35
H -2.96 0.76 -7.90
C 5.55 -0.81 -0.71
H 5.77 -1.63 -0.02
C 0.04 2.75 4.04
C -1.85 4.29 -5.81
Br 0.94 -0.89 0.21
H -1.91 -0.68 -7.79
H -1.63 -3.76 -3.23
H 6.24 0.00 -0.48
H 0.48 4.01 5.75
H -1.14 5.39 -4.06
C -1.14 1.96 -2.89
H 0.09 2.34 6.16
H -0.64 -1.46 -5.08
H -2.20 0.54 -5.66
H 2.27 -3.62 0.04
H 1.51 -1.86 -2.90
H 2.17 2.34 4.28
H -1.85 -0.54 -0.69
H 4.29 -5.05 -0.48
H -1.06 -1.33 -3.36
H 3.95 0.54 -1.25
C -3.04 -0.12 -5.97
H -2.24 3.56 -7.82
H 2.44 1.56 1.93
C -4.39 -2.94 -2.70
H 1.92 1.49 -1.42
C 0.86 1.35 -1.62
C -1.44 5.55 -7.85
H -4.54 -0.78 -2.87
H -4.61 -3.02 -1.63
H 2.92 -0.82 -4.68
H -3.70 -0.83 -7.96
H 5.79 -1.15 -1.73
H -2.98 1.00 -2.28
H -1.42 5.64 -8.95
P 2.93 -1.60 -1.00
H -1.55 2.31 1.06
H -2.01 3.06 3.40
H 3.06 -2.69 -3.07
C 0.14 0.37 -0.94
C -1.30 -1.86 -4.30
C -1.88 1.01 -2.14
C -2.88 -0.27 -7.51
C -3.75 -1.55 -3.01
C -0.16 3.16 5.47
Mg -3.39 1.31 -4.36
H -2.94 -1.33 -2.29
N -1.02 6.63 -7.18
C -1.89 4.38 -7.21
H 3.75 -2.98 0.73
P -3.06 -1.43 -4.70
C -0.75 2.32 1.80
H 3.55 -4.47 -1.97
C 3.14 -0.61 -3.63
H -4.08 0.33 -5.96
C -1.29 5.40 -5.13
H -1.46 -3.94 -4.99
C 3.25 -3.18 -0.22
H 2.71 0.36 -3.39
C 1.31 2.35 3.61
H -1.20 3.45 5.65
C -1.00 2.75 3.11
C -1.10 -3.38 -4.12
C 1.47 1.91 2.29
C -0.92 6.56 -5.85
H -0.53 7.45 -5.33
C 4.11 -0.32 -0.59
H -0.03 -3.62 -3.99
H -3.74 -3.78 -2.98
C -1.80 2.47 -4.04
C -2.26 3.07 -5.08
H 4.23 -0.54 -3.55
H -5.33 -3.04 -3.25

What are the Löwdin partial charges on each atom? They are as follows, in elementary charge units: 0.0812, -0.0084, -0.1246, 0.1376, -0.1272, -0.3570, 0.0288, 0.0774, 0.0881, -0.1248, 0.0783, -0.2589, -0.2291, 1.0130, 0.0905, 0.0619, 0.0891, 0.0947, 0.1087, -0.2271, 0.0940, 0.0883, 0.0462, 0.0842, 0.0702, 0.1199, 0.1139, 0.0907, 0.0448, 0.0823, -0.5139, 0.0976, 0.0905, -0.1226, 0.1039, -0.0953, -0.1175, 0.0759, 0.0871, 0.0882, 0.0919, 0.0770, 0.0907, 0.1184, 0.7738, 0.1049, 0.1160, 0.0857, -0.5945, -0.3953, -0.0927, -0.0687, -0.4313, -0.0391, 0.8667, 0.0420, 0.0631, -0.0221, 0.1044, 0.9871, -0.1360, 0.0726, -0.1145, 0.0926, -0.0117, 0.0833, -0.3802, 0.0543, -0.0124, 0.0813, -0.0101, -0.1422, -0.1577, -0.1189, 0.1187, -0.3838, 0.0659, 0.0619, -0.1537, -0.0688, 0.0784, 0.0821


# 4
Formula: C31H45F8N7O38
Source: the Open Molecules 2025 dataset
Level of theory: wB97M-V/def2-TZVPD

Results
Total charge ... 0
Largest force on an atom ... 8.82 eV/Å
HOMO energy ... -10.6733 eV

Atoms and positions in Å:
C -0.05 -4.64 -1.57
O 1.74 3.08 2.00
H 2.69 3.23 4.93
F 3.59 4.67 -1.58
O -6.02 -1.54 8.85
H 1.09 2.17 3.69
H 1.94 -1.91 -4.04
H 4.36 3.64 0.28
C -3.46 -2.69 1.12
O 5.45 1.40 -3.15
C 2.32 3.80 -5.27
O -4.36 -2.63 7.91
O -1.08 -3.03 3.58
O 3.23 -4.23 -0.50
O 1.19 5.18 -6.43
H 2.99 -2.84 -5.33
H -0.97 -4.94 -1.07
N -6.14 2.21 -1.31
H -4.51 -1.53 4.97
C -2.73 3.55 -3.84
H 0.95 -0.98 4.34
H 3.22 -4.20 2.99
O 1.63 0.10 0.62
H -7.57 0.98 -2.43
H -1.23 2.72 -4.96
O 2.84 4.44 3.34
H 3.17 3.12 -5.27
H 4.72 -3.18 2.93
H -5.22 -4.90 -4.92
H -4.14 -4.81 -6.32
O 1.82 5.36 1.53
O -4.92 -0.88 6.90
O -0.34 3.92 -7.30
O 1.39 3.13 -6.07
O -5.09 -2.60 2.83
O 6.05 -0.66 3.20
C -3.51 -2.39 -4.62
O 5.25 2.40 -1.11
H 2.18 3.42 -0.99
C 3.77 -3.36 3.43
H -0.10 -4.94 -2.62
O 1.07 -5.08 -0.90
N -4.81 -3.10 1.77
O 0.87 -3.94 3.72
F -3.80 2.96 -3.41
H -3.49 4.42 1.27
H -0.47 -2.74 -2.44
O -5.00 2.15 -0.95
O 1.22 -3.77 -6.39
H -2.59 -2.93 1.72
O -3.45 -1.20 -4.36
H 0.06 0.65 -1.01
O -2.74 -3.39 -4.00
O -4.35 -3.06 -5.52
O -0.47 4.16 -1.33
H 7.45 -0.23 4.40
O -0.19 -2.63 -5.20
H 3.74 1.90 0.00
C 3.01 3.13 3.89
N 4.02 -3.71 4.82
C 2.15 -2.79 -4.63
H -1.30 -0.13 -0.05
C 6.62 0.32 3.97
H 1.93 3.81 -4.25
C -1.08 3.67 -2.26
H -2.90 5.01 2.72
H -4.73 -3.60 6.05
C -4.03 -2.92 6.54
H 2.99 5.83 -5.21
H 2.20 -3.73 -4.07
H 6.38 2.27 3.06
H -5.86 0.77 -2.87
O -5.49 -3.95 1.22
C 1.98 2.28 3.07
O 6.52 0.71 1.71
F -0.18 -2.64 -0.49
O 3.78 -2.81 5.67
C -2.99 -4.64 -4.52
H -4.56 4.31 2.84
H -3.07 -1.13 5.75
H -0.89 1.56 0.29
H -2.15 1.43 -4.25
F 4.23 2.73 3.75
O -2.08 4.36 -2.89
H 7.97 1.75 3.00
O 1.63 -3.13 -1.68
C -4.06 -1.55 5.95
H -3.43 -3.09 0.11
H -6.80 2.26 -3.30
H 2.44 1.32 2.82
O -3.88 2.11 3.05
C 0.50 -1.85 4.81
H -3.43 -1.60 1.10
H -3.16 -5.35 -3.71
O -1.86 2.64 2.55
O 0.10 0.17 2.18
H 3.19 -2.44 3.51
C 2.50 5.16 -5.91
C 2.15 4.35 2.22
C -5.24 -1.67 7.89
F 5.70 0.60 4.87
C 4.18 2.80 -0.40
N 0.50 0.22 1.00
C 4.79 2.08 -2.32
C -0.50 0.61 -0.07
C 2.10 -4.23 -0.99
O 5.59 -1.21 1.14
C -6.62 1.49 -2.55
C 0.66 4.04 -6.60
C -4.31 -4.44 -5.30
O 4.40 -4.84 5.13
F -1.93 -5.08 -5.23
N 0.09 -2.97 3.96
C 6.96 1.36 2.90
C 0.19 -3.13 -1.66
F 3.37 5.08 -6.88
H 1.24 -2.24 5.50
H -0.37 -1.53 5.38
H -2.99 4.18 -4.70
O -0.83 2.57 -2.99
O 3.59 2.61 -2.53
N -3.09 2.90 2.62
C 6.04 -0.40 1.95
F -2.90 -3.55 6.56
O -6.98 2.97 -0.80
C -3.59 4.26 2.34
N 0.95 -3.05 -5.48
C -1.79 2.45 -4.07
C 3.19 3.42 -1.40

Here are the Löwdin charges for atoms 1 to 99, given in e: -0.0963, 0.0584, 0.1716, 0.1012, 0.1202, 0.1371, 0.1026, 0.1504, 0.0646, 0.1050, -0.0611, 0.1539, 0.0383, 0.1495, 0.1802, 0.1087, 0.1487, -0.4332, 0.1155, -0.3683, 0.0889, 0.0970, 0.0733, 0.0960, 0.1226, 0.1535, 0.1505, 0.1014, 0.1425, 0.1430, 0.0966, 0.1039, 0.1258, 0.1285, 0.0529, 0.1580, -0.4082, 0.1160, 0.1637, 0.0242, 0.1341, 0.0964, -0.4142, 0.0413, 0.1073, 0.1038, 0.1592, 0.0596, 0.0849, 0.0674, 0.1317, 0.0966, 0.0772, 0.0547, 0.1408, 0.1776, 0.0346, 0.1404, -0.3064, -0.4083, 0.0632, 0.0872, -0.3309, 0.1345, -0.5142, 0.0997, 0.1775, -0.3456, 0.1851, 0.0975, 0.1239, 0.0877, 0.0589, -0.0929, 0.1685, 0.0869, 0.0016, -0.3482, 0.1055, 0.1378, 0.0873, 0.1475, 0.1216, 0.1422, 0.1456, 0.0799, -0.0231, 0.0829, 0.0998, 0.1294, 0.0851, 0.0382, 0.0883, 0.1637, 0.0122, 0.0270, 0.0873, -0.2915, -0.5020